105
Properties=species:S:1:pos:R:3:forces:R:3:lowdin_charge:R:1 method="wB97M-V/def2-TZVPD" gap_ha=0.319 energy_ev=-53971.32871 e_above_lowest_kj_mol=0.0 molar_mass_g_mol=577.80 max_force_ev_per_a=2.8
C -4.6681 4.9446 -1.8120 1.130 0.837 -0.223 -0.13
O -5.5887 4.2005 -1.0957 0.301 -0.212 0.700 -0.18
C -4.9275 3.6477 0.0470 -0.536 0.387 0.076 -0.21
C -4.0666 2.4287 -0.3264 0.030 -0.294 -0.771 -0.18
N -3.8318 1.3731 0.6826 -1.438 0.272 0.303 -0.08
C -3.1768 1.8964 1.8791 1.354 0.724 -0.219 -0.21
C -2.9316 0.8602 2.9621 -0.874 -0.196 0.038 -0.19
O -4.1861 0.3664 3.5133 1.274 0.815 0.260 -0.20
C -4.8181 1.3550 4.3247 -0.303 -0.004 -1.209 -0.11
H -5.1166 5.4965 -2.6070 -0.768 0.119 -0.623 0.08
H -3.9108 4.3000 -2.2515 0.396 0.039 -0.076 0.07
H -4.1860 5.7242 -1.1860 0.010 -0.454 -0.045 0.10
H -5.7932 3.3718 0.6255 -0.037 -0.501 0.835 0.12
H -4.3672 4.4574 0.5865 -0.337 -0.679 -0.414 0.13
H -3.0791 2.7502 -0.6610 0.032 0.037 -0.123 0.10
H -4.5791 1.9553 -1.1956 0.359 0.246 0.512 0.14
H -4.7709 1.0698 0.9946 0.632 -0.171 -0.249 0.14
H -3.6629 2.8288 2.2257 -0.086 -0.587 0.320 0.12
H -2.1697 2.2521 1.5992 -0.166 -0.158 -0.202 0.13
H -2.2114 1.3263 3.6885 -0.920 -0.550 -0.089 0.14
H -2.4731 -0.0519 2.5645 0.125 0.348 -0.155 0.12
H -5.4690 1.9980 3.6909 0.172 -0.283 0.488 0.09
H -4.0826 1.9910 4.7937 0.246 0.202 0.371 0.08
H -5.4009 0.8298 5.0621 -0.295 -0.034 0.271 0.08
C 2.5049 -0.3767 -6.5514 -0.005 0.516 1.707 -0.03
O 2.1766 0.0668 -5.1986 0.025 -0.123 -1.326 -0.25
C 0.8103 -0.0094 -4.8310 0.050 0.009 -0.294 -0.19
C 0.4955 -1.3108 -4.1213 -0.412 -0.758 -0.167 -0.19
N 0.8827 -2.5536 -4.8578 -1.806 -0.467 0.299 -0.05
C 0.7085 -3.7064 -3.9155 0.837 -0.597 -0.612 -0.21
C 2.0064 -3.9759 -3.1617 -0.085 -0.019 0.558 -0.24
O 1.7970 -5.1554 -2.3610 0.944 0.361 -0.494 -0.21
C 2.9701 -5.5160 -1.5925 -0.238 1.028 -1.877 -0.08
H 2.0660 -1.3442 -6.6477 -0.449 -0.587 -0.647 0.06
H 3.5828 -0.5055 -6.5758 0.107 0.205 -0.012 0.09
H 2.1848 0.3833 -7.2588 -0.138 -0.151 -0.235 0.09
H 0.1746 0.1866 -5.7013 -0.025 -0.118 -0.040 0.13
H 0.6806 0.8099 -4.1333 -0.367 0.106 0.176 0.11
H -0.5540 -1.3908 -3.7623 0.257 0.445 -0.469 0.12
H 1.0551 -1.2831 -3.2041 0.587 -0.162 0.442 0.09
H 0.1509 -2.7271 -5.5917 1.013 0.481 0.761 0.13
H 0.5629 -4.6512 -4.4742 -0.236 0.601 -0.058 0.12
H -0.1373 -3.6162 -3.2154 0.159 0.225 -0.146 0.12
H 2.2727 -3.1459 -2.4943 -0.066 0.043 0.041 0.10
H 2.8365 -4.0357 -3.8985 -0.344 -0.454 0.357 0.13
H 2.6255 -6.2562 -0.9128 0.042 -0.715 0.574 0.07
H 3.2863 -4.6118 -1.0610 0.327 -0.246 0.126 0.08
H 3.7924 -5.8932 -2.2769 -0.824 0.359 0.858 0.11
C 1.0986 -5.1823 6.7038 1.395 0.508 0.845 -0.10
O 1.5065 -3.8106 6.5769 0.155 -0.878 0.664 -0.19
C 0.4423 -2.9499 6.3175 -0.622 -0.573 0.238 -0.27
C 0.8790 -1.5249 6.2932 -0.409 0.911 1.480 -0.24
N 1.7809 -1.1534 5.2794 2.312 -0.347 -1.506 -0.07
C 1.2255 -0.8953 3.9741 -1.024 0.876 0.320 -0.23
C 2.2792 -0.4373 3.0086 -0.434 -0.354 -0.423 -0.22
O 3.2106 -1.4911 2.7689 -0.839 0.411 0.607 -0.17
C 4.1239 -1.1406 1.7853 0.778 0.847 0.396 -0.12
H 0.4665 -5.3841 7.6075 0.213 0.393 -0.814 0.10
H 2.0697 -5.6671 6.8694 -0.427 -0.308 -0.031 0.09
H 0.6694 -5.5829 5.7894 -0.344 0.096 -0.121 0.08
H -0.3834 -3.1527 7.0258 0.156 0.343 -0.106 0.13
H 0.1144 -3.1860 5.3348 -0.903 -0.290 -1.169 0.10
H 1.3045 -1.2562 7.2984 -0.451 -0.084 -0.752 0.13
H -0.0008 -0.8861 6.0635 0.107 -0.378 0.754 0.13
H 2.6344 -1.7176 5.1566 -0.740 0.123 0.581 0.13
H 0.5444 -0.0190 4.1444 0.224 -0.619 -0.537 0.13
H 0.6278 -1.7042 3.5041 0.204 0.034 0.294 0.12
H 2.7624 0.4324 3.4477 0.372 0.230 -0.120 0.12
H 1.7639 -0.1592 2.0645 0.368 -0.007 0.287 0.11
H 4.7089 -0.2259 2.0458 -0.306 -0.439 -0.007 0.10
H 3.6449 -0.9477 0.8415 -0.332 0.026 -0.666 0.06
H 4.8030 -1.9618 1.7020 0.514 -0.478 -0.260 0.08
C 2.3152 3.5131 1.7775 0.195 0.536 0.595 -0.18
O 1.0844 2.9314 2.1331 -0.453 -0.597 -0.247 -0.14
H 3.1605 2.8218 1.9771 -0.274 0.409 -0.466 0.08
H 2.2999 3.9577 0.7749 0.230 -0.533 -0.137 0.07
H 2.4194 4.3798 2.4377 0.205 -0.185 0.087 0.08
H 0.9065 2.1667 1.5599 -0.081 0.240 0.115 0.03
C -2.4493 1.4691 -3.7632 -1.228 0.568 -1.136 -0.18
O -1.5907 1.0640 -2.7561 -0.098 -0.567 1.419 -0.16
H -2.9295 0.6464 -4.2962 -0.019 -0.347 0.132 0.08
H -3.2877 2.1661 -3.4832 0.821 -0.439 0.208 0.08
H -1.8480 1.9703 -4.5140 0.082 0.312 -0.087 0.08
H -2.0421 0.4533 -2.1111 0.545 0.529 -0.695 0.05
C -0.1942 4.1628 -1.1381 -0.853 0.243 -0.311 -0.15
O -0.5784 3.8401 -2.4536 -0.196 0.136 -0.794 -0.13
H -1.1052 4.2189 -0.5052 0.558 0.157 0.085 0.07
H 0.4408 3.3650 -0.7771 0.479 0.213 0.562 0.05
H 0.2782 5.1559 -1.2194 0.031 -0.554 0.492 0.09
H -0.8357 2.9143 -2.4800 -0.082 -0.333 0.070 0.02
C 1.3288 0.6085 -0.6589 -0.090 1.386 -0.285 -0.15
O 0.1530 0.7332 0.1231 -0.240 -0.309 0.409 -0.15
H 1.2000 1.1433 -1.6290 0.241 -0.507 0.466 0.09
H 2.1567 1.0787 -0.1072 -0.317 0.215 -0.122 0.08
H 1.6783 -0.3893 -0.7989 -0.208 -1.029 -0.293 0.05
H -0.5762 0.1400 -0.1579 0.522 0.374 -0.172 0.05
C 4.1188 -0.8078 -2.8506 -0.534 -0.109 -0.453 -0.17
O 4.1824 0.3192 -3.6951 1.500 0.565 0.807 -0.13
H 3.8801 -1.6939 -3.4513 -0.544 -0.052 0.288 0.07
H 5.0713 -1.0892 -2.3903 0.276 0.727 -0.239 0.08
H 3.4258 -0.6456 -1.9994 0.030 -0.313 -0.482 0.05
H 3.4184 0.4415 -4.2922 -0.048 -0.767 0.587 0.02
O -2.4066 -0.5295 -0.7040 -0.473 1.386 0.599 -0.11
H -2.9826 0.1495 -0.1403 0.660 -1.181 -0.395 0.06
H -2.4322 -1.4054 -0.3193 -0.255 -0.103 0.146 0.06